1.
61
Properties=species:S:1:pos:R:3 method="wB97M-V/def2-TZVPD" charge=+2 gap_ev=7.31 e_tot_ha=-2480.38334
Zr 1.051 0.967 0.100
N 3.598 1.095 3.695
C 2.799 1.447 2.671
S 3.372 1.024 1.049
N 1.674 2.043 2.926
N 0.992 2.400 1.765
C 0.392 3.540 1.795
C -0.304 4.137 0.671
C -1.051 5.302 0.891
C -1.674 5.951 -0.155
C -1.538 5.455 -1.448
C -0.790 4.314 -1.700
C -0.183 3.659 -0.645
O 0.540 2.530 -0.876
H 4.527 0.763 3.506
H 3.402 1.475 4.608
H 0.443 4.103 2.724
H -1.129 5.689 1.900
H -2.252 6.846 0.025
H -2.014 5.967 -2.273
H -0.670 3.929 -2.703
I -1.937 0.909 0.807
C -2.904 -0.986 0.709
C -4.028 -0.985 1.485
C -4.947 -2.048 1.427
C -4.735 -3.061 0.547
C -3.570 -3.095 -0.258
C -3.393 -4.171 -1.162
C -2.280 -4.287 -1.938
C -1.254 -3.345 -1.787
C -1.388 -2.272 -0.933
P 0.092 -1.339 -0.631
C 1.196 -1.963 0.642
C 2.263 -2.836 0.417
C 3.103 -3.167 1.466
C 2.883 -2.641 2.736
C 1.824 -1.781 2.972
C 0.983 -1.430 1.923
C 1.038 -0.883 -2.085
C 2.352 -0.408 -1.865
C 3.003 0.336 -2.855
C 2.363 0.605 -4.050
C 1.073 0.123 -4.270
C 0.401 -0.597 -3.296
C -2.583 -2.067 -0.165
H -4.243 -0.149 2.138
H -5.825 -2.026 2.056
H -5.451 -3.867 0.449
H -4.175 -4.918 -1.219
H -2.165 -5.111 -2.628
H -0.329 -3.477 -2.338
H 2.436 -3.251 -0.568
H 3.929 -3.845 1.299
H 3.542 -2.916 3.549
H 1.648 -1.384 3.962
H 0.120 -0.798 2.127
H 2.919 -0.737 -0.998
H 4.018 0.673 -2.686
H 2.866 1.173 -4.820
H 0.582 0.320 -5.214
H -0.613 -0.933 -3.471

***

2.
56
Properties=species:S:1:pos:R:3 method="wB97M-V/def2-TZVPD" charge=0 gap_ev=3.69 e_tot_ha=-1321.15870
C -0.299 1.814 1.609
C 0.720 2.326 0.831
N 1.506 2.773 0.075
C -0.144 1.463 2.958
C -1.245 0.917 3.678
C -1.117 0.539 4.998
C 0.117 0.687 5.655
C 0.244 0.292 7.027
N 0.335 -0.039 8.146
C 1.214 1.239 4.973
C 1.094 1.625 3.647
H -1.284 1.700 1.165
H -2.199 0.804 3.161
H -1.971 0.134 5.546
H 2.156 1.364 5.513
H 1.944 2.060 3.120
C -0.687 3.119 -5.665
N -0.995 1.754 -5.281
C -1.198 0.857 -6.407
C -0.632 1.272 -4.015
C -1.529 1.395 -2.922
C -1.283 0.722 -1.741
C -0.071 0.025 -1.547
C 0.149 -0.779 -0.376
C 1.439 -1.089 0.193
C 1.256 -2.095 1.205
C 2.354 -2.677 1.817
C 3.638 -2.230 1.466
C 3.819 -1.211 0.514
C 2.716 -0.610 -0.101
C -0.167 -2.376 1.301
C -0.848 -1.561 0.325
C -2.215 -1.736 0.109
C -2.909 -2.680 0.878
C -2.237 -3.471 1.827
C -0.856 -3.328 2.034
C 0.893 0.055 -2.582
C 0.623 0.658 -3.796
H -0.562 3.748 -4.776
H 0.225 3.162 -6.282
H -1.509 3.511 -6.275
H -1.536 -0.130 -6.068
H -1.967 1.293 -7.058
H -0.279 0.748 -7.004
H -2.453 1.964 -3.048
H -2.029 0.722 -0.949
H 2.192 -3.469 2.546
H 4.509 -2.682 1.944
H 4.825 -0.887 0.238
H 2.834 0.226 -0.787
H -2.718 -1.165 -0.666
H -3.983 -2.807 0.725
H -2.793 -4.210 2.406
H -0.311 -3.950 2.742
H 1.846 -0.448 -2.436
H 1.378 0.662 -4.587

***

3.
63
Properties=species:S:1:pos:R:3 method="wB97M-V/def2-TZVPD" charge=+2 gap_ev=6.74 e_tot_ha=-2427.67879
Pd -1.343 0.429 -0.726
O -2.973 2.257 0.242
C -1.836 2.099 0.442
C -0.814 2.785 1.235
C -1.135 3.948 1.932
C -0.141 4.539 2.698
C 1.127 3.971 2.772
C 1.443 2.814 2.062
C 0.468 2.228 1.272
P 0.726 0.784 0.221
C 1.905 1.118 -1.074
C 2.626 2.309 -1.099
C 3.508 2.550 -2.144
C 3.656 1.617 -3.158
C 2.920 0.435 -3.142
C 2.041 0.185 -2.108
C 1.307 -0.564 1.248
C 0.756 -0.715 2.525
C 1.211 -1.713 3.365
C 2.223 -2.568 2.939
C 2.787 -2.410 1.682
C 2.339 -1.407 0.835
H -2.125 4.378 1.859
H -0.357 5.449 3.241
H 1.885 4.439 3.386
H 2.436 2.388 2.125
H 2.503 3.054 -0.323
H 4.069 3.474 -2.167
H 4.338 1.813 -3.974
H 3.030 -0.283 -3.943
H 1.447 -0.723 -2.113
H 0.002 -0.022 2.884
H 0.798 -1.813 4.360
H 2.587 -3.343 3.600
H 3.595 -3.054 1.364
H 2.811 -1.273 -0.128
C -1.415 -3.158 -4.339
N -1.418 -3.286 -2.882
C -0.994 -4.394 -2.161
C -1.165 -4.117 -0.856
N -1.696 -2.826 -0.783
C -1.843 -2.334 -2.046
S -2.414 -0.796 -2.515
C -2.281 -2.279 0.380
C -3.012 -3.128 1.196
C -3.563 -2.637 2.365
C -3.360 -1.298 2.682
C -2.637 -0.520 1.807
N -2.096 -0.982 0.662
H -0.967 -4.053 -4.759
H -0.837 -2.282 -4.627
H -2.435 -3.054 -4.704
H -0.599 -5.270 -2.644
H -0.939 -4.693 0.022
H -3.167 -4.152 0.891
H -4.148 -3.282 3.007
H -3.761 -0.856 3.582
H -2.472 0.521 2.040
N -0.839 1.736 -2.166
C -0.459 2.855 -1.966
N 0.096 3.958 -1.868
C -0.482 5.078 -1.441
N -0.916 6.076 -1.061